Computed, not measured: an isolated molecule of C6H17NSi2, with ωB97M-V with the def2-TZVPD basis set.

Calculated values
SMILES string: C[C@H]1C[Si@@H](C)N[Si]1(C)C
Molar mass: 159.38 g/mol
ΔE to the lowest compared entry with this formula, charge and spin: 1.110 eV

Each line ends with the Mulliken charge.
Cartesian coordinates (Å):
C  -0.93659  -1.42702  -0.09320  -1.27
C  0.52042  -1.08241  -0.57255  0.32
C  1.53852  -2.10880  -0.07218  -1.63
C  -3.51125  0.60992  0.53992  -1.30
C  1.64222  0.76814  1.70199  -1.04
C  2.23032  1.53361  -1.24750  -1.26
N  -0.90702  1.44697  -0.16926  -0.29
Si  -2.00147  0.17545  -0.49960  0.28
Si  1.02011  0.65265  -0.10420  0.34
H  -1.43760  -2.21477  -0.52899  0.57
H  -1.01177  -1.60626  0.92441  0.42
H  0.29365  -1.32582  -1.68189  0.34
H  1.34656  -2.17600  0.91568  0.47
H  2.50557  -1.77187  -0.32607  0.43
H  1.41440  -3.07613  -0.71313  0.33
H  -3.50796  0.30115  1.52210  0.42
H  -3.70135  1.61418  0.73580  0.42
H  -4.52777  0.23378  0.19801  0.30
H  0.95602  0.23708  2.33781  0.31
H  2.52154  0.17906  1.88416  0.40
H  1.74252  1.88821  1.87777  0.24
H  2.13321  1.33801  -2.22356  0.47
H  2.13172  2.54254  -1.23562  0.42
H  3.27165  1.08996  -1.10049  0.29
H  -1.15076  2.37840  -0.11528  0.20
H  -2.57490  -0.20003  -1.95413  -0.18

***

Computed, not measured: a cluster of 2 separate species, C6H18B2N2 in total, with ωB97M-V with the def2-TZVPD basis set.

Calculated values
Molar mass: 139.85 g/mol
ΔE to the lowest compared entry with this formula, charge and spin: 3.721 eV

Each line ends with the Mulliken charge.
Cartesian coordinates (Å):
B  2.66407  0.02907  0.08854  0.16
B  -1.04221  0.36365  0.06507  0.53
C  3.95667  0.77531  -0.02246  -0.94
C  2.05126  -1.08513  -0.79982  -1.06
C  -0.89430  1.49169  -1.04243  -1.13
C  -2.29127  -1.55305  1.06236  -1.20
C  -3.38834  -0.39094  -0.77704  -1.03
C  1.09438  0.97549  1.36860  -1.16
N  -0.08936  0.26866  1.16762  -0.28
N  -2.15372  -0.53694  0.03515  -0.19
H  4.51723  0.46448  0.78955  0.37
H  3.83134  1.87722  0.22212  0.27
H  4.54919  0.82456  -0.89146  0.39
H  1.03529  -0.98791  -1.04866  0.17
H  2.18566  -2.09128  -0.52020  0.46
H  2.46984  -1.20029  -1.78329  0.41
H  -1.36584  2.32487  -0.60300  0.43
H  -1.46260  1.32372  -2.05219  0.26
H  0.14323  1.68686  -1.21084  0.35
H  -1.46712  -2.14002  1.29476  0.45
H  -2.75477  -1.18205  1.99134  0.33
H  -3.08308  -2.24884  0.69494  0.38
H  -3.30245  -1.19575  -1.57606  0.36
H  -4.33611  -0.46260  -0.16563  0.33
H  -3.37566  0.52569  -1.44337  0.28
H  1.12183  1.91724  1.00943  0.45
H  1.62460  0.68252  2.24893  0.44
H  -0.23778  -0.45624  1.89801  0.16

***

Computed, not measured: a structure of composition C6H18BDyFINO2P, with ωB97M-V with the def2-TZVPD basis set.

Calculated values
Charge: +2
Molar mass: 486.40 g/mol
Spin multiplicity: 6
Calculated total energy: -2092.75045 hartree

Each line ends with the Mulliken charge.
Cartesian coordinates (Å):
C  -1.80606  1.33250  -1.04424  -1.52
C  -0.29400  1.12801  -1.03511  1.06
C  0.33868  1.94253  -2.18157  -1.01
C  0.25514  1.42673  0.37531  0.44
C  0.38875  2.91676  0.68030  -1.81
C  1.58175  0.67974  0.64966  -0.92
O  1.45289  -0.35825  1.58026  -0.34
P  0.84800  -1.83882  1.16983  0.25
F  2.27377  -2.53086  1.56138  -0.29
I  0.02553  -2.41250  3.58309  -0.05
B  -0.00140  -3.82418  1.03548  0.68
N  -1.40609  -3.92649  1.05682  -0.42
O  0.86830  -4.82747  0.88568  -0.45
H  -2.33381  0.67092  -0.35450  0.30
H  -2.12756  1.14405  -2.06221  -0.27
H  -2.02624  2.39155  -0.78314  0.50
H  -0.12634  0.06911  -1.24516  0.31
H  0.88030  2.82110  -1.83616  0.24
H  1.01770  1.34260  -2.78340  0.36
H  -0.41778  2.35054  -2.89983  -0.03
H  -0.46569  1.00895  1.08272  0.38
H  -0.51142  3.49320  0.43637  0.30
H  1.23255  3.38083  0.16853  0.46
H  0.53427  3.04767  1.75097  0.47
H  2.28252  1.38698  1.09445  0.35
H  2.05262  0.33104  -0.28122  0.37
H  -0.45679  -1.27978  0.87423  -0.22
H  1.18991  -1.91400  -0.22770  -0.13
H  -1.87998  -4.17186  0.19645  0.25
H  -1.89841  -3.16529  1.50497  0.19
H  1.55410  -4.81099  0.19876  0.34
Dy  -3.02518  2.19567  -3.15100  2.20

***

Computed, not measured: a structure of composition C6H18ClFeO6, with ωB97M-V with the def2-TZVPD basis set.

Calculated values
Charge: +1
Molar mass: 277.50 g/mol
Spin multiplicity: 5
Calculated total energy: -2414.50574 hartree

Each line ends with the Mulliken charge.
Cartesian coordinates (Å):
Fe  5.29773  -11.41863  6.31550  0.74
Cl  7.12695  -10.74734  7.48612  -0.39
C  5.82929  -9.36835  11.18770  -0.45
C  4.56373  -9.17224  10.30635  -0.24
O  4.23452  -10.47110  9.61772  -0.57
O  6.76856  -10.19766  10.59496  -0.51
H  5.47589  -9.86186  12.10063  0.30
H  6.13637  -8.34578  11.44411  0.33
H  4.70372  -8.36186  9.46593  0.14
H  3.77149  -8.92312  11.00042  0.32
H  5.01410  -11.06189  9.72447  0.36
H  7.35480  -9.82022  9.93009  0.30
C  3.71341  -9.49881  4.82655  -0.33
C  3.44826  -9.21012  6.28122  -0.39
O  3.49197  -10.49947  7.02477  -0.37
O  4.88733  -10.32574  4.71296  -0.44
H  3.90103  -8.56358  4.24947  0.40
H  2.87546  -9.99963  4.32163  0.31
H  2.48608  -8.71303  6.40404  0.38
H  4.19136  -8.45968  6.62953  0.31
H  3.46290  -10.39191  8.02477  0.38
H  5.10238  -10.31025  3.78495  0.29
C  1.99680  -13.77893  3.86461  -0.35
C  3.48238  -13.54697  4.35268  -0.28
O  3.70506  -13.12488  5.64720  -0.46
O  1.45933  -12.54330  3.43471  -0.49
H  1.35283  -14.19185  4.72792  0.22
H  1.99952  -14.52546  3.03971  0.38
H  3.89729  -12.78769  3.66021  0.15
H  3.95580  -14.51905  4.17941  0.35
H  3.53793  -13.83451  6.32653  0.30
H  0.78757  -12.62102  2.77479  0.29

***

Computed, not measured: a structure of composition C6H18F4O3Pb, with ωB97M-V with the def2-TZVPD basis set.

Calculated values
Charge: -2
Molar mass: 421.40 g/mol
ΔE to the lowest compared entry with this formula, charge and spin: 0.000 eV

Each line ends with the Mulliken charge.
Cartesian coordinates (Å):
Pb  4.73629  17.14783  -15.01842  1.46
F  3.92319  14.86367  -14.57916  -0.89
F  2.61116  17.72174  -13.95522  -0.89
F  6.73851  17.63036  -13.56788  -0.89
F  3.26316  16.82452  -16.91811  -0.87
C  5.52079  19.36265  -19.30383  -1.27
C  5.80983  18.21595  -18.36343  -0.06
O  5.98692  18.65241  -17.02073  -0.40
H  4.52396  19.76630  -19.11146  0.29
H  5.55525  19.03106  -20.34679  0.40
H  6.20534  20.21093  -19.19836  0.29
H  6.73442  17.68396  -18.64804  0.22
H  5.04851  17.43399  -18.39763  0.31
H  6.84582  19.08173  -16.96583  0.19
C  8.26154  14.70390  -17.52898  -1.15
C  7.82370  15.50670  -16.31249  -0.22
O  6.43626  15.40579  -16.07639  -0.32
H  9.22643  15.04631  -17.91610  0.33
H  7.49560  14.76723  -18.30400  0.28
H  8.38544  13.63662  -17.31459  0.39
H  8.10314  16.55342  -16.43451  0.20
H  8.35146  15.17808  -15.40849  0.35
H  6.25649  14.50636  -15.77881  0.18
C  4.94027  21.95028  -15.52857  -0.79
C  5.03993  20.94986  -14.36976  -0.37
O  4.24247  19.81912  -14.61176  -0.23
H  3.93627  22.37086  -15.60623  0.29
H  5.18531  21.43965  -16.46101  0.03
H  5.67744  22.74848  -15.37716  0.36
H  4.75165  21.46098  -13.44362  0.37
H  6.07248  20.60031  -14.30310  0.24
H  3.36717  19.89081  -14.21216  0.18

***

Computed, not measured: a structure of composition C6H18FO6Zn, with ωB97M-V with the def2-TZVPD basis set.

Calculated values
Charge: +2
Molar mass: 270.59 g/mol
Spin multiplicity: 2
Calculated total energy: -2569.22236 hartree

Each line ends with the Mulliken charge.
Cartesian coordinates (Å):
Zn  1.71939  1.74428  0.16308  0.92
F  0.65523  0.20483  0.86615  -0.43
C  -0.24974  -1.37174  3.88229  -0.33
C  -1.11522  -0.10614  3.62379  -0.38
O  -1.73801  -0.02267  2.38260  -0.33
O  1.01772  -1.37813  3.24371  -0.28
H  -0.73513  -2.25636  3.47005  0.32
H  -0.12598  -1.51564  4.95564  0.40
H  -0.45870  0.74038  3.82497  0.28
H  -1.88585  -0.04105  4.39190  0.41
H  -1.19174  0.08165  1.60010  0.35
H  0.84261  -1.05834  2.35564  0.33
C  1.78336  0.14184  -2.18932  -0.26
C  3.24742  -0.00367  -1.71730  -0.34
O  3.46810  0.67222  -0.54331  -0.38
O  1.29792  1.45045  -1.98959  -0.40
H  1.05609  -0.51543  -1.71268  0.17
H  1.86727  -0.12713  -3.24228  0.49
H  3.88192  0.59473  -2.37108  0.38
H  3.49805  -1.05495  -1.57557  0.37
H  4.37589  0.49338  -0.28729  0.31
H  0.98625  1.75670  -2.84438  0.32
C  -2.42486  -0.73254  -1.78652  -0.24
C  -2.19446  0.78498  -2.00827  -0.35
O  -2.18205  1.54129  -0.83371  -0.48
O  -1.27852  -1.39289  -1.37424  -0.47
H  -2.85482  -1.13650  -2.70307  0.39
H  -3.07527  -0.80678  -0.91499  0.25
H  -3.04177  1.19592  -2.55718  0.44
H  -1.37054  1.04169  -2.67411  0.08
H  -3.03341  1.95183  -0.66567  0.33
H  -0.74123  -0.87610  -0.76938  0.13

***

Computed, not measured: a cluster of 2 separate species, C6H18INSi2 in total, with ωB97M-V with the def2-TZVPD basis set.

Calculated values
Molar mass: 287.29 g/mol
ΔE to the lowest compared entry with this formula, charge and spin: 0.000 eV

Each line ends with the Mulliken charge.
Cartesian coordinates (Å):
C  -0.43214  -1.62622  -1.79654  -0.96
C  1.28623  -3.33710  0.33460  -1.19
C  -1.49067  -2.00549  1.30624  -0.94
C  -1.16422  1.52474  0.73591  -1.22
C  0.93858  2.11918  -1.72614  -0.94
C  1.31828  3.13047  1.02293  -1.23
N  1.18829  0.09860  0.88931  -0.51
Si  -0.03814  -1.92054  0.09664  0.63
Si  0.63188  1.57349  0.16038  0.54
I  3.15406  -0.21215  0.50655  -0.10
H  -0.94692  -0.57788  -1.99298  0.22
H  0.49608  -1.50744  -2.36146  0.31
H  -1.04563  -2.49422  -2.20015  0.37
H  1.82654  -3.38352  -0.70278  0.25
H  1.88715  -2.94754  1.01690  0.41
H  0.68275  -4.15096  0.51439  0.41
H  -2.45252  -2.19090  0.67052  0.31
H  -1.33676  -2.73239  2.01455  0.44
H  -1.74254  -0.94185  1.75650  0.23
H  -1.24958  1.27986  1.73356  0.41
H  -1.77501  2.52187  0.65647  0.34
H  -1.84036  0.90642  0.14845  0.38
H  1.98764  2.51705  -1.73146  0.28
H  0.74032  1.30026  -2.43594  0.33
H  0.08452  2.95033  -1.89352  0.22
H  0.53705  3.90786  0.94885  0.30
H  1.47060  3.04011  2.05290  0.35
H  2.15056  3.41699  0.52810  0.35

***

Computed, not measured: a cluster of 4 separate species, C6H18IO6 in total, with ωB97M-V with the def2-TZVPD basis set.

Calculated values
Charge: -1
Molar mass: 313.11 g/mol
ΔE to the lowest compared entry with this formula, charge and spin: 0.000 eV

Each line ends with the Mulliken charge.
Cartesian coordinates (Å):
I  -2.26273  -0.98211  0.38564  -0.61
C  2.34180  -0.09265  0.66310  -0.08
C  1.78033  -1.48608  0.48855  -0.46
O  1.08968  -1.60601  -0.74110  -0.42
O  3.15643  0.29217  -0.44040  -0.56
H  2.97171  -0.04509  1.55136  0.32
H  1.48845  0.58700  0.75289  0.09
H  1.08518  -1.67509  1.31923  0.31
H  2.55214  -2.25845  0.54350  0.29
H  0.16107  -1.39036  -0.55572  0.03
H  2.56876  0.56629  -1.14983  0.30
C  -0.50208  -0.59527  -4.75233  -0.42
C  -0.97183  -1.21553  -3.45795  0.19
O  -2.30167  -0.79627  -3.22358  -0.51
O  0.78055  -1.08952  -5.12668  -0.53
H  -0.48701  0.49992  -4.68183  0.25
H  -1.19471  -0.82426  -5.56568  0.27
H  -0.33644  -0.85974  -2.63399  -0.03
H  -0.88375  -2.30610  -3.51359  0.23
H  -2.43445  -0.86029  -2.26471  0.17
H  1.34271  -1.03775  -4.34775  0.31
C  -1.09644  2.24909  4.45249  -0.47
C  -1.49498  1.36061  3.30061  -0.32
O  -0.61701  1.62647  2.22434  -0.46
O  0.19459  1.92028  4.94634  -0.53
H  -1.80293  2.08737  5.27048  0.31
H  -1.13277  3.31023  4.18026  0.26
H  -2.53602  1.55847  3.01805  0.35
H  -1.44046  0.32106  3.64074  0.33
H  -0.77575  0.95756  1.54248  0.07
H  0.75764  1.78406  4.17507  0.33